ORCA calculation (ωB97M-V/def2-TZVPD) on C39H62CsN8O8PS2 as an isolated structure.

The geometry in XYZ format:
```
121
Properties=species:S:1:pos:R:3:forces:R:3:mulliken_charge:R:1
Cs -0.46384 -0.07246 -0.11443 1.4 0.6 -0.2 1.24
O -0.67048 -0.08579 3.40019 -0.1 0.0 0.1 -0.60
H -0.90328 0.82649 3.15809 0.0 0.0 -0.1 0.14
H 0.22579 -0.20826 3.03328 0.0 0.0 0.0 0.03
C 3.01223 3.81563 -3.20563 0.0 0.0 0.0 -0.91
N 3.30502 2.59582 -2.46950 -0.1 0.1 0.0 0.10
C 4.60533 1.96683 -2.66213 0.0 0.0 0.0 -0.94
C 2.68995 2.40560 -1.30859 0.1 -0.2 -0.1 0.34
N 2.16388 2.16733 -0.30905 -0.1 0.2 0.1 -0.53
H 3.13269 3.62262 -4.27142 0.0 0.0 0.0 0.31
H 3.67675 4.63625 -2.91472 0.0 0.0 0.0 0.31
H 1.98162 4.10724 -3.01883 0.0 0.0 0.0 0.28
H 4.74619 1.77071 -3.72434 0.0 0.0 0.0 0.31
H 4.62450 1.01706 -2.13397 0.0 0.0 0.0 0.34
H 5.41977 2.60410 -2.30245 0.0 0.0 0.0 0.31
C -3.07216 0.11511 -5.81095 0.0 -0.1 -0.1 -0.87
C -2.57262 1.44307 -5.28357 0.0 0.1 0.1 -0.37
O -3.07670 1.71401 -3.96850 0.0 0.0 -0.2 -0.31
P -2.20497 1.08293 -2.72107 -0.3 0.3 0.1 -0.48
O -2.95371 1.86166 -1.50839 0.2 -0.1 -0.2 -0.01
C -2.57949 3.23398 -1.23624 0.1 -0.2 -0.1 0.44
C -3.78268 4.11810 -1.44478 0.0 0.1 0.0 -1.35
O -2.87617 -0.36428 -2.48218 0.0 0.0 -0.1 0.04
C -4.26067 -0.50284 -2.12149 0.1 0.0 0.1 0.32
C -4.67308 -1.92226 -2.42244 0.0 -0.1 0.0 -1.45
H -2.72292 -0.03895 -6.83458 0.0 0.0 0.0 0.42
H -4.16345 0.09261 -5.80999 0.0 0.0 0.0 0.24
H -2.71057 -0.71466 -5.20322 0.0 0.0 0.0 0.10
H -2.91652 2.26527 -5.91240 0.0 0.0 0.0 0.33
H -1.47759 1.46893 -5.26694 0.0 0.0 0.0 0.34
H -1.76054 3.52242 -1.90868 0.0 0.0 0.0 0.16
H -2.20626 3.25056 -0.21357 0.0 0.0 0.1 -0.13
H -4.14835 4.03126 -2.46958 0.0 0.0 0.0 0.35
H -3.52450 5.15762 -1.23800 0.0 0.0 0.0 0.40
H -4.57992 3.84193 -0.75292 0.0 0.0 0.0 0.23
H -4.85379 0.22587 -2.67886 0.0 0.0 0.0 0.39
H -4.34731 -0.27768 -1.05873 0.0 0.0 0.0 -0.10
H -4.59009 -2.13780 -3.48867 0.0 0.0 0.0 0.37
H -5.70908 -2.08910 -2.11622 0.0 0.0 0.0 0.37
H -4.03414 -2.62168 -1.88189 0.0 0.0 0.0 0.29
O -2.61048 -1.10106 0.82570 -1.4 -0.5 0.8 -0.92
S -3.27729 -0.94226 2.17040 0.2 0.3 -0.3 0.66
C -4.99480 -1.45854 1.91937 -0.1 -0.1 0.0 -0.70
C -5.00271 -2.97932 1.99789 0.0 0.0 0.0 -0.55
C -4.14529 -3.30065 3.21966 0.0 0.0 0.1 -0.64
C -2.87232 -2.46720 3.07678 0.0 -0.1 0.0 -0.67
H -5.30256 -1.02996 0.96645 0.0 0.0 0.0 0.32
H -5.58781 -1.00551 2.71908 0.0 0.0 0.0 0.35
H -4.54059 -3.38934 1.09674 0.0 0.0 0.0 0.23
H -6.01268 -3.38514 2.07413 0.0 0.0 0.0 0.41
H -3.90937 -4.36224 3.30280 0.0 0.0 0.0 0.34
H -4.68270 -3.01440 4.12855 0.0 0.0 0.0 0.31
H -2.14357 -2.94233 2.41765 0.0 0.0 0.0 0.25
H -2.37197 -2.19539 4.00370 -0.1 0.0 0.0 0.36
O 6.06809 -7.28537 -2.19295 0.0 0.0 0.0 -0.70
S 5.72206 -7.99708 -3.41295 0.0 0.0 0.0 1.18
O 5.26348 -9.36585 -3.19124 0.0 0.0 0.0 -0.72
O 6.71655 -7.86865 -4.47428 0.0 0.0 0.0 -0.72
C 4.24297 -7.15454 -4.09143 0.1 0.0 0.0 0.13
N 3.79867 -7.65714 -5.25572 0.0 0.0 0.0 -0.62
C 2.71598 -7.03939 -5.73695 -0.1 0.0 0.0 -0.31
C 2.08817 -5.98220 -5.12552 0.0 0.0 0.0 -0.63
C 2.63115 -5.51973 -3.90028 0.0 0.0 0.0 0.61
N 3.73976 -6.15541 -3.40707 0.0 0.0 0.0 -0.36
C 2.09429 -4.43241 -3.15857 0.0 0.0 0.0 0.95
C 0.95620 -3.66390 -3.56170 0.0 0.0 0.0 -1.17
C 0.51433 -2.61698 -2.79394 0.0 0.0 0.0 -0.43
N 1.06716 -2.20344 -1.62897 0.0 -0.1 -0.1 0.19
C 2.14302 -2.94526 -1.24191 0.1 0.1 0.0 -0.44
C 2.67174 -4.00463 -1.92390 0.0 0.0 0.0 -1.01
H 2.32512 -7.42045 -6.68002 0.0 0.0 0.0 0.37
H 1.21363 -5.53443 -5.57826 0.0 0.0 0.0 0.27
H 0.42189 -3.88603 -4.47788 0.0 0.0 0.0 0.15
H -0.35116 -2.04530 -3.13376 0.0 0.0 0.0 0.52
H 2.60873 -2.63424 -0.30794 0.0 0.0 0.0 0.28
H 3.53639 -4.52988 -1.53960 0.0 0.0 0.0 0.54
C 4.09810 2.16729 4.30573 0.0 0.0 0.0 -0.67
C 3.60275 2.38748 2.89243 0.0 0.0 0.0 -0.71
N 2.54041 1.44329 2.63523 -0.1 0.0 0.1 0.56
C 2.67055 0.11031 2.95004 0.0 0.0 -0.1 0.33
N 1.92561 -0.72981 2.31576 0.0 0.0 0.1 -0.13
C 2.01145 -2.14087 2.65931 0.0 0.0 -0.1 -0.62
C 2.45828 -2.36984 4.09154 0.0 0.0 0.0 -0.71
C 3.74338 -1.59684 4.31403 0.0 0.0 0.0 -0.80
N 3.53553 -0.19855 3.97891 0.0 0.0 0.0 0.20
C 4.55339 0.72701 4.44089 0.0 -0.1 0.0 -0.71
H 3.28291 2.36473 5.00549 0.0 0.0 0.0 0.28
H 4.92530 2.83971 4.54039 0.0 0.0 0.0 0.40
H 4.43677 2.26987 2.18358 0.0 0.0 0.0 0.36
H 3.20390 3.39317 2.76016 0.0 0.0 0.0 0.36
H 2.03041 1.58907 1.77448 0.0 0.0 0.0 -0.25
H 2.69969 -2.64414 1.97179 0.0 0.0 0.0 0.33
H 1.03426 -2.59578 2.47970 0.0 0.0 0.0 0.22
H 2.62019 -3.43142 4.28706 0.0 0.0 0.0 0.41
H 1.69317 -2.00641 4.78356 0.0 0.0 0.0 0.27
H 4.55388 -2.02732 3.71022 0.0 0.0 0.0 0.30
H 4.05973 -1.64166 5.35940 0.0 0.0 0.0 0.40
H 5.49120 0.57720 3.88419 0.0 0.0 0.0 0.29
H 4.76593 0.48773 5.48619 0.0 0.0 0.0 0.40
C 0.01629 4.12677 3.32749 0.0 -0.1 0.0 -1.60
C -1.30317 3.37780 3.38939 -0.1 0.2 -0.1 1.97
C -1.64595 3.01090 4.82027 0.0 -0.1 0.1 -1.52
C -1.70503 2.56791 2.21511 0.0 0.0 0.1 -1.54
C -2.45097 3.97021 2.48247 0.3 -0.2 0.1 1.79
C -3.80918 3.92845 2.99204 -0.1 0.1 -0.1 -0.54
C -4.74952 4.87126 2.66231 0.0 -0.1 0.0 -0.76
C -4.42935 5.97085 1.84842 0.0 0.1 0.0 -0.65
C -3.11249 6.07148 1.35663 0.0 0.0 0.0 -0.65
C -2.16678 5.12775 1.64311 0.0 0.1 0.0 -0.34
H 0.77878 3.51803 3.82528 0.0 0.0 0.0 0.27
H -0.03101 5.09791 3.83313 0.0 0.0 0.0 0.31
H 0.34261 4.26933 2.29860 0.0 0.0 0.0 0.26
H -0.84936 2.37713 5.22507 0.0 0.0 0.0 0.35
H -2.57206 2.44235 4.89890 0.0 0.0 0.0 0.32
H -1.72522 3.89344 5.46483 0.0 0.0 0.0 0.40
H -2.42231 1.81856 2.59037 -0.2 0.0 -0.2 -0.27
H -4.09666 3.09237 3.61660 0.0 0.0 0.0 0.13
H -5.75828 4.76019 3.04765 0.0 0.0 0.0 0.37
H -5.17266 6.71753 1.60051 0.0 0.0 0.0 0.34
H -2.84582 6.90494 0.71317 0.0 0.0 0.0 0.38
H -1.17893 5.21327 1.20865 0.0 0.0 0.0 0.19
```
Forces are in eV/Å.

Properties
Charge: -2
Orbital gap (spin up / spin down): 4.42 / 2.42 eV
LUMO (spin up / spin down): 2.87 / 2.87 eV
Energy relative to the best compared isomer or geometry (same formula, charge and spin): 103.5 kJ/mol
Maximum force: 1.66 eV/Å
HOMO energy (spin up / spin down): -1.55 / 0.46 eV



ORCA calculation (ωB97M-V/def2-TZVPD) on C39H63F3N6Sb2Si3V as an isolated structure.

The geometry in XYZ format:
```
117
Properties=species:S:1:pos:R:3:forces:R:3:lowdin_spin:R:1
V -0.11240 -0.27915 0.46720 -0.3 1.2 0.4 1.02
C 1.15170 1.71045 2.28440 0.0 -0.6 0.1 0.00
N 0.19140 1.27755 3.26830 0.0 -0.5 0.3 0.00
C 0.21400 1.91385 4.57710 0.1 0.2 0.1 0.00
C -0.60730 0.95685 5.43410 0.0 0.3 0.2 0.00
N -0.70050 -0.24275 4.61740 0.3 0.3 -0.4 0.00
C -1.40770 -1.34335 5.22810 -0.1 -0.5 0.1 0.00
C -0.19120 -0.03815 3.38350 0.1 0.6 0.9 0.01
N -0.00980 -0.86485 2.39030 -0.3 0.1 0.0 0.01
C -0.38190 -2.25615 2.50900 0.0 -0.7 0.0 0.00
C 0.05610 -2.93145 1.21270 0.0 -0.3 0.5 0.00
N -0.55540 -2.21885 0.11060 -0.5 -0.4 -0.3 0.00
C -1.64890 -2.62055 -0.46800 -0.5 -0.3 -0.6 0.00
N -2.08990 -1.92135 -1.60130 0.0 -0.6 0.3 0.00
C -1.08550 -1.76945 -2.64700 0.2 0.1 0.1 0.00
C -3.33410 -2.53455 -2.08230 -0.3 0.1 0.0 0.00
C -3.59150 -3.70995 -1.14050 -0.3 -0.1 -0.3 0.00
N -2.50580 -3.62415 -0.17860 0.1 0.5 -0.2 0.01
C -2.49770 -4.63495 0.85180 0.2 -0.2 0.4 0.00
H 1.35920 2.76535 2.45530 -0.1 0.0 -0.2 0.00
H 0.72920 1.59275 1.27300 0.2 0.3 -0.1 0.00
H 2.09360 1.14915 2.34880 -0.1 0.1 -0.1 0.00
H -0.22200 2.91375 4.51880 0.0 -0.1 0.1 0.00
H 1.24410 2.00705 4.94110 -0.1 0.0 0.0 0.00
H -1.61030 1.34525 5.63600 0.0 -0.1 0.0 0.00
H -0.12900 0.72355 6.38770 0.0 0.1 0.0 0.00
H -2.16600 -0.92395 5.89060 0.0 0.0 -0.1 0.00
H -0.72780 -1.95205 5.82900 -0.1 0.0 0.0 0.00
H -1.91480 -1.97115 4.50470 0.0 0.0 0.0 0.00
H -1.47390 -2.35555 2.59110 0.1 -0.1 0.1 0.00
H 0.09680 -2.73965 3.36880 -0.1 0.0 0.0 0.00
H -0.18150 -3.99565 1.22810 0.2 0.1 0.0 0.00
H 1.14240 -2.81615 1.11070 -0.1 -0.2 0.1 0.00
H -0.19760 -1.28525 -2.23920 -0.1 0.0 -0.2 0.00
H -1.50920 -1.15915 -3.44000 0.1 0.1 0.0 0.00
H -0.79630 -2.74205 -3.05400 0.0 0.0 -0.1 0.00
H -3.21980 -2.86945 -3.11450 0.0 0.1 0.0 0.00
H -4.14090 -1.80005 -2.04600 0.0 -0.1 -0.1 0.00
H -3.56100 -4.67695 -1.65130 0.0 0.1 0.0 0.00
H -4.55560 -3.62825 -0.62770 0.1 0.0 0.0 0.00
H -3.50700 -5.03445 0.93760 0.0 0.0 0.0 0.00
H -2.22190 -4.22955 1.82130 0.0 0.0 0.0 0.00
H -1.82980 -5.46185 0.59730 0.0 0.0 0.0 0.00
F -7.20220 1.49145 -3.56010 0.1 0.1 0.0 0.00
C -5.95390 1.49555 -3.08420 0.2 -0.1 0.0 0.00
C -5.70640 2.04805 -1.83810 -0.2 0.0 -0.1 0.00
C -4.41780 2.00635 -1.33830 0.0 0.1 0.1 0.00
C -3.38970 1.43855 -2.08010 0.6 -0.1 0.1 -0.01
C -3.65390 0.93075 -3.34250 0.1 0.0 0.0 0.00
C -4.93990 0.94785 -3.85050 -0.3 0.1 -0.1 0.00
Sb -1.39370 1.44435 -1.26540 -0.9 0.9 -0.4 -0.02
C -1.19610 3.59385 -1.29140 0.2 -0.6 -0.1 0.00
C -0.27080 4.26155 -0.49730 0.0 -0.1 0.0 0.00
C -0.15170 5.63845 -0.55400 0.0 0.2 0.0 0.00
C -0.95740 6.34135 -1.43330 -0.1 -0.1 0.0 0.00
F -0.84540 7.67165 -1.49060 0.0 -0.1 0.0 0.00
C -1.86820 5.69825 -2.25410 0.1 0.3 0.1 0.00
C -1.97530 4.32205 -2.17750 -0.1 -0.1 -0.1 0.00
C -2.18310 1.33695 0.73790 0.5 -0.3 -0.1 -0.01
C -2.16040 2.39185 1.64280 -0.1 0.1 0.2 0.00
C -2.76310 2.27565 2.88420 -0.2 -0.1 0.0 -0.01
C -3.37760 1.07855 3.21260 0.0 -0.1 -0.1 0.00
F -3.94370 0.94235 4.42330 0.1 0.0 -0.2 0.00
C -3.43690 0.01535 2.32610 -0.2 0.0 0.3 -0.01
C -2.83600 0.15585 1.08610 -0.3 -0.1 0.1 0.00
H -6.51620 2.50545 -1.28990 -0.1 0.0 0.1 0.00
H -4.20860 2.44415 -0.36870 -0.1 0.0 0.0 0.00
H -2.85580 0.53765 -3.95850 0.0 -0.1 0.0 0.00
H -5.16220 0.56835 -4.83370 -0.1 -0.1 -0.1 0.00
H 0.38160 3.71195 0.17230 0.0 0.0 0.0 0.00
H 0.54960 6.17155 0.06980 0.1 0.1 0.0 0.00
H -2.47970 6.26975 -2.93540 0.0 0.1 -0.1 0.00
H -2.67260 3.81115 -2.82640 -0.1 0.1 0.0 0.00
H -1.69850 3.33095 1.36860 0.0 0.0 0.0 0.00
H -2.78330 3.09935 3.58010 0.0 0.1 0.1 0.00
H -3.98540 -0.87645 2.59490 0.0 -0.1 0.1 0.00
H -2.95060 -0.63665 0.35270 0.0 0.1 0.0 0.00
C 3.84040 2.80285 0.35040 -0.2 -0.6 -0.5 0.00
Si 3.50910 1.78185 -1.23500 0.1 0.3 -0.2 0.00
C 2.33410 2.74985 -2.39220 0.3 -0.6 0.5 0.00
C 5.14000 1.44165 -2.15150 -0.6 0.0 0.4 0.00
Sb 2.27370 -0.49335 -0.59370 2.4 -0.1 -1.2 -0.01
Si 2.67020 -1.90605 -2.86570 0.0 0.0 -0.2 0.00
C 1.84620 -0.96075 -4.32030 0.2 -0.3 0.7 0.00
C 1.90960 -3.64825 -2.58140 0.3 0.7 0.0 0.00
C 4.53720 -2.05875 -3.24030 -0.7 0.2 0.3 0.00
Si 4.02830 -1.79325 0.95810 0.2 0.0 0.2 0.00
C 3.47470 -1.41455 2.75170 0.1 -0.2 -0.7 0.00
C 5.80550 -1.16695 0.67300 -0.8 -0.2 0.0 0.00
C 3.94960 -3.67225 0.59180 -0.1 0.8 0.0 0.00
H 4.66230 3.48935 0.17500 0.2 0.1 -0.1 0.00
H 4.11800 2.17475 1.19060 0.1 -0.1 0.2 0.00
H 2.98560 3.40425 0.64130 -0.3 0.1 0.0 0.00
H 2.68470 3.77195 -2.50340 0.1 0.2 0.0 0.00
H 1.31600 2.79565 -2.00790 0.0 0.0 0.0 0.00
H 2.29570 2.31455 -3.38640 0.0 -0.1 -0.1 0.00
H 5.62540 2.38635 -2.38070 0.0 0.2 0.0 0.00
H 4.96900 0.92805 -3.09080 -0.1 -0.1 -0.2 0.00
H 5.83670 0.85225 -1.56730 0.1 -0.1 0.2 0.00
H 0.81170 -1.23905 -4.48850 -0.2 -0.1 0.1 0.00
H 2.38100 -1.16765 -5.24280 0.2 -0.1 -0.1 0.00
H 1.87980 0.11385 -4.16230 0.0 0.2 0.1 0.00
H 1.11820 -3.64125 -1.83560 -0.1 0.1 0.1 0.00
H 2.66710 -4.34825 -2.24570 0.2 -0.1 0.1 0.00
H 1.50460 -4.04725 -3.50630 -0.1 0.0 -0.2 0.00
H 4.86400 -1.27825 -3.91870 0.0 0.2 -0.1 0.00
H 4.73960 -3.00725 -3.72770 -0.1 -0.2 -0.1 0.00
H 5.15090 -2.00625 -2.34840 0.1 0.0 0.2 0.00
H 3.86450 -0.45665 3.08330 0.1 0.2 0.0 0.00
H 3.84530 -2.16285 3.44470 0.2 -0.2 0.1 0.00
H 2.39050 -1.38985 2.83780 -0.1 0.0 0.0 0.00
H 5.91500 -0.11135 0.89780 -0.1 0.2 0.1 0.00
H 6.13460 -1.32575 -0.34750 0.0 -0.1 -0.2 0.00
H 6.49010 -1.71015 1.31660 0.1 -0.2 0.2 0.00
H 2.93880 -4.03195 0.42340 -0.2 0.0 0.0 0.00
H 4.36320 -4.23595 1.42410 0.1 0.0 0.2 0.00
H 4.53970 -3.92235 -0.28460 0.1 0.0 -0.2 0.00
```
Forces are in eV/Å.

Properties
Charge: +2
Expectation value of S²: 1.018
Orbital gap (spin up / spin down): 7.84 / 7.11 eV
LUMO (spin up / spin down): -4.93 / -4.67 eV
Spin multiplicity: 2
Maximum force: 2.65 eV/Å
HOMO energy (spin up / spin down): -12.77 / -11.78 eV